## A
A 2-piece molecular cluster, CH9N2 overall. Source: the Open Molecules 2025 dataset; level of theory: wB97M-V/def2-TZVPD.

Summary:
LUMO level, Eh: -0.1330
Gap between HOMO and LUMO, eV: 11.38
Molecular weight, g/mol: 49.1

```
! RIJCOSX wB97M-V def2-TZVPD def2/J DEFGRID3
* xyz 1 1
N -1.239 -1.029 1.770
H -1.035 -1.988 1.522
H -1.008 -0.911 2.751
H -0.087 0.065 0.217
H -2.239 -0.863 1.747
C 1.255 0.947 -1.184
N 0.049 0.180 -0.810
H 2.263 0.584 -0.945
H 1.345 1.781 -0.476
H 1.341 1.263 -2.219
H -0.761 0.712 -1.126
H 0.117 -0.740 -1.246
*
```

Löwdin atomic charge list, values in e, 5 entries:
1. N 0.019
2. H 0.032
3. H 0.038
4. H 0.120
5. H 0.036



## B
A 2-piece molecular cluster, CH9N2 overall. Source: the Open Molecules 2025 dataset; level of theory: wB97M-V/def2-TZVPD.

Summary:
LUMO level, Eh: -0.1364
Gap between HOMO and LUMO, eV: 10.60
Molecular weight, g/mol: 49.1

```
! RIJCOSX wB97M-V def2-TZVPD def2/J DEFGRID3
* xyz 1 1
N 2.058 1.285 -0.272
H 1.583 2.223 -0.010
H 2.845 1.105 0.328
H 0.058 0.028 0.187
H 2.254 1.263 -1.283
C -1.488 -1.288 0.615
N -0.794 -0.231 -0.280
H -1.370 -0.732 1.644
H -0.941 -2.177 0.711
H -2.349 -1.582 0.137
H -0.641 -0.364 -1.295
H -1.362 0.592 -0.245
*
```

Löwdin atomic charge list, values in e, 5 entries:
1. N -0.014
2. H 0.071
3. H 0.014
4. H 0.090
5. H 0.031



Which one is most stable, and which one is least stable? A is the most stable of them, while B is the least stable.